C11H7AlBrO2 as an isolated structure, computed with ωB97M-V/def2-TZVPD.

The geometry in ORCA input format:
```
! RIJCOSX wB97M-V def2-TZVPD def2/J DEFGRID3
* xyz 3 1
C -2.90450 -0.15010 0.05361
H 3.78851 1.43671 0.43116
C -1.35829 1.70859 0.25057
Al -3.61253 -3.31987 -1.45194
C 1.79671 -1.17486 -0.17644
H -3.91436 -0.55836 0.14258
C -0.63356 -0.54413 -0.47756
C -1.93703 -1.02739 -0.37597
C 3.26409 0.59983 0.93557
C 1.10524 1.29713 -0.24066
H -2.14082 -2.09957 -0.60897
C -2.64216 1.22322 0.35231
Br 2.85319 -2.58932 0.26562
H 2.87420 1.03147 1.89557
O 1.46249 2.37002 -0.61878
C -0.34333 0.85396 -0.14130
H 3.92515 -0.22234 1.21953
C 0.49581 -1.43916 -0.94060
O 0.39491 -2.24053 -1.82164
H -1.12420 2.74964 0.47455
H -3.43951 1.90072 0.66191
C 2.08998 0.19434 0.17086
*
```

## Properties
* calculated total energy: -92217.87602 eV
* frontier orbital gap: 4.473 eV